(1)
Here is C20H31BMnN9O as an isolated structure from OMol25. Energies are from wB97M-V/def2-TZVPD.

Positions of all 63 atoms, in Å:
Mn (-0.3272, -0.8115, -0.7607)
O (-0.0344, -2.9592, -1.0776)
N (1.8172, 1.2204, -1.3431)
N (0.3194, 2.5024, 0.4013)
N (1.1837, 0.1120, -1.7960)
N (-2.0533, -2.1103, -0.6114)
N (-0.9358, 2.0021, 0.2452)
N (0.8209, -0.4523, 1.0732)
N (-3.3135, -3.9631, -0.4493)
N (-4.3087, -1.8698, -0.0565)
N (1.7583, 0.5270, 1.0886)
C (3.8754, 1.1350, 2.2911)
C (1.4231, 4.3058, 1.7592)
C (2.6780, 1.6710, -2.2808)
C (2.5868, 0.8307, -3.3718)
C (1.1429, -1.3169, 2.0325)
C (-4.4546, -4.8172, -0.1685)
C (0.3160, -2.5380, 2.2822)
C (-3.2646, -2.6296, -0.3650)
C (-1.0575, 3.6074, 1.7497)
C (-1.9699, -4.4604, -0.7193)
C (1.6387, -0.1383, -3.0186)
C (-1.2220, -3.1542, -0.8372)
C (3.5517, 2.8683, -2.0904)
C (0.2494, 3.4952, 1.3151)
C (2.3132, -0.8998, 2.6742)
C (-1.7808, 2.6534, 1.0431)
C (2.6818, 0.2705, 2.0380)
C (-1.2623, 1.0462, -0.8275)
C (-3.2423, 2.3614, 1.0833)
C (1.1354, -1.3045, -3.8093)
B (1.6659, 1.7113, 0.1029)
H (3.1369, 0.9067, -4.2971)
H (4.0979, 3.0629, -3.0108)
H (-2.3483, 0.9676, -0.8080)
H (-0.7049, -2.3768, 1.9319)
H (2.5485, 2.4815, 0.3322)
H (-5.2277, -2.2499, 0.0779)
H (4.4782, 1.2561, 1.3902)
H (0.0451, -1.3408, -3.7977)
H (-1.5764, -5.0608, 0.1019)
H (1.5078, -2.2450, -3.4014)
H (2.0303, 3.7686, 2.4881)
H (3.5911, 2.1287, 2.6351)
H (-5.3777, -4.3460, -0.5045)
H (-1.4411, 4.3075, 2.4736)
H (4.4957, 0.6769, 3.0586)
H (2.8317, -1.3878, 3.4853)
H (0.2761, -2.7682, 3.3466)
H (-4.1949, -0.8716, -0.1021)
H (4.2764, 2.7102, -1.2901)
H (2.0642, 4.5759, 0.9223)
H (-3.7038, 2.9388, 1.8817)
H (-1.0113, 1.5378, -1.7690)
H (-1.9173, -5.0402, -1.6405)
H (-3.7301, 2.6265, 0.1431)
H (-4.3444, -5.7428, -0.7281)
H (-4.5335, -5.0536, 0.8935)
H (1.4576, -1.2292, -4.8462)
H (0.7312, -3.4062, 1.7651)
H (2.9701, 3.7573, -1.8418)
H (1.0609, 5.2177, 2.2311)
H (-3.4191, 1.3033, 1.2830)

Summary:
- expectation value of S² = 3.780
- Kohn-Sham gap (alpha / beta) (eV) = 8.17 / 7.35
- DFT total energy (Ha) = -2524.5425
- LUMO level (alpha / beta) (eV) = -2.263 / -2.271
- molar mass (g mol⁻¹) = 479.28
- net charge = +1
- spin multiplicity = 4

These are the Löwdin partial charges, in e, on atoms 1 to 6: 0.7256, 0.0245, 0.0389, 0.1227, -0.0038, 0.1161

=====

(2)
Here is C20H31Br2ClFGeN3O5SeZn as an isolated structure at a distorted geometry from OMol25. Energies are from wB97M-V/def2-TZVPD.

Positions of all 66 atoms, in Å:
Br (4.5544, -0.8996, 0.2567)
Br (3.8932, -1.2912, 5.8802)
Se (0.2979, 1.9030, -0.3165)
Ge (-1.7111, 4.1177, 1.2367)
Zn (-0.2469, -1.4160, 0.4232)
Cl (-0.1917, -4.5476, 0.4339)
F (-1.7429, -0.7273, -0.0936)
O (1.5814, -0.8909, 0.3323)
O (-1.1219, -4.6536, -0.6391)
O (-0.3551, -5.5933, 1.3558)
O (1.1282, -4.5214, -0.0887)
O (-0.4319, -3.2883, 1.1116)
N (0.1753, -1.7943, -2.0405)
N (-0.0990, -0.9884, 2.4076)
N (0.3378, -1.7612, -4.5433)
C (-0.9554, -1.0589, 3.3946)
C (0.5417, -3.1159, -2.5178)
C (1.2171, -1.0223, 2.6694)
C (1.2002, -0.8518, -2.4463)
C (1.1895, -0.6830, -3.9817)
C (2.0695, -0.9678, 1.5194)
C (3.1324, -1.1563, 4.1399)
C (-3.1232, 3.4830, -0.0044)
C (-0.2295, 2.6818, -2.0602)
C (0.1509, 3.6071, 0.6561)
C (-1.0700, -1.5331, -4.1421)
C (1.7321, -1.1211, 3.9872)
C (3.4368, -0.9942, 1.7755)
C (-1.8313, 6.1079, 1.3142)
C (-1.1072, -1.4169, -2.6043)
C (3.9719, -1.0944, 3.0538)
C (-0.5491, -1.1528, 4.7338)
C (0.7959, -3.0777, -4.0408)
C (-2.0478, 3.3162, 3.0180)
C (0.7882, -1.1894, 5.0311)
H (-3.0475, 3.5567, 3.3713)
H (0.6040, 4.3652, 0.0185)
H (1.8560, -3.1853, -4.2727)
H (-1.3299, -0.4020, -2.2798)
H (1.4307, -3.4580, -1.9834)
H (-1.3354, 3.6716, 3.7573)
H (-1.0330, 3.3860, -1.8809)
H (2.1974, -0.7653, -4.3927)
H (-1.9634, 2.2351, 2.9561)
H (-1.4229, -0.6184, -4.6198)
H (-1.6727, 6.5565, 0.3375)
H (5.0430, -1.1299, 3.1899)
H (-1.8713, -2.0630, -2.1715)
H (-1.2903, -1.2103, 5.5154)
H (0.4068, -1.7495, -5.5633)
H (1.1295, -1.2784, 6.0528)
H (-0.2679, -3.8022, -2.2648)
H (-1.6822, -2.3620, -4.4997)
H (0.6251, 3.1910, -2.5043)
H (1.0207, 0.1002, -1.9507)
H (2.1648, -1.2110, -2.0904)
H (0.7693, 0.2803, -4.2854)
H (-2.9807, 2.4381, -0.2629)
H (-3.1687, 4.0695, -0.9194)
H (-0.5825, 1.8917, -2.7140)
H (-2.8248, 6.3905, 1.6507)
H (-4.0823, 3.5794, 0.4981)
H (0.2502, -3.8663, -4.5606)
H (-1.1105, 6.5373, 2.0025)
H (0.7865, 3.4894, 1.5346)
H (-2.0006, -1.0463, 3.1228)

Summary:
- Kohn-Sham gap (eV) = 6.42
- DFT total energy (Ha) = -13286.6951
- LUMO level (eV) = -0.787
- molar mass (g mol⁻¹) = 824.70
- net charge = 0
- spin multiplicity = 1
- relative energy (zero: lowest compared OMol25 entry of this formula, charge and spin) (kcal/mol) = 30.9

These are the Löwdin partial charges, in e, on atoms 1 to 6: 0.7702, 0.7480, 0.9167, 0.8028, 0.6163, 0.6642

=====

(3)
Here is C20H31Br4Cl4F3Li2MgN2O12S as an isolated structure at a distorted geometry from OMol25. Energies are from wB97M-V/def2-TZVPD.

Positions of all 80 atoms, in Å:
Br (-0.7965, 0.7964, 1.1069)
Br (1.5598, -0.2110, 3.0279)
Br (1.5438, 2.7967, 1.9566)
Br (6.2913, 0.2859, -0.6375)
Cl (-1.3433, -5.4692, 2.0822)
Cl (-2.4489, -3.5533, 3.9260)
Cl (-4.2095, -5.2701, 2.4087)
Cl (-2.5892, -6.3823, 4.5249)
S (3.7739, -2.5831, -4.4243)
Mg (5.1609, -3.9744, -2.4043)
F (-4.3533, 3.1814, 2.0111)
F (-6.4160, 2.6147, 2.3680)
F (-5.8572, 4.7014, 2.3393)
O (2.7881, -2.0637, -3.5249)
O (-2.8412, -8.2806, 0.5095)
O (-4.5543, 2.3691, 4.6636)
O (-2.7693, -8.8841, 2.6397)
O (1.4014, -0.4779, -8.5213)
O (0.7587, 1.5644, -7.8598)
O (-0.9986, -8.9419, 1.5481)
O (-0.1701, 6.1648, 4.1794)
O (1.4645, 0.0419, -6.3505)
O (4.0080, -3.9978, -4.0530)
O (-4.7015, 4.6461, 4.8630)
O (3.2785, -2.4817, -5.8962)
N (-1.9129, -0.8653, 4.5950)
N (2.6507, 0.5248, -2.5946)
C (-2.5907, -1.0036, 3.6940)
C (-2.2376, -8.6844, 1.5095)
C (4.8637, 1.4481, -3.6220)
C (2.2527, -0.0115, -1.5218)
C (-5.4393, 3.4862, 2.7583)
C (5.4002, -0.4464, -5.2874)
C (-4.6748, -0.1597, 2.6629)
C (1.1779, 0.4774, -7.5174)
C (-3.4658, -1.0796, 2.5174)
C (-3.3029, 4.8774, 4.7064)
C (-5.2387, 3.4230, 4.3098)
C (4.0184, 1.0103, -2.4143)
C (0.4746, 1.2853, 2.4857)
C (3.2960, 0.1001, -0.4114)
C (-2.6462, -5.1784, 3.2460)
C (-2.8916, 5.4241, 3.3502)
C (4.4628, 0.7241, -4.9231)
C (-5.5590, -0.4656, 3.8428)
C (5.3140, -1.7112, -4.3860)
C (4.5150, -0.0121, -1.3826)
Li (-4.0518, -1.4431, 0.3306)
Li (7.2605, -1.0587, 1.0621)
H (-3.6066, 6.1708, 2.9960)
H (4.4353, -1.0745, -1.6770)
H (-5.9905, -1.4735, 3.8323)
H (-6.3818, 0.2448, 3.8537)
H (-5.2818, -0.2109, 1.7338)
H (1.7132, -1.1763, -7.9342)
H (-1.8812, 5.8853, 3.4159)
H (3.3792, -0.7523, 0.2567)
H (2.0634, 0.5395, -3.4320)
H (4.7097, 2.5209, -3.7355)
H (-4.9998, -0.3322, 4.7677)
H (5.6030, -1.4529, -3.3726)
H (6.0773, -2.3994, -4.7585)
H (-6.2939, 3.4835, 4.6644)
H (0.4247, 6.6286, 3.5785)
H (4.5442, 1.4329, -5.7466)
H (-4.3261, 0.8732, 2.7671)
H (3.8613, 1.9079, -1.7974)
H (-2.7180, 3.9948, 4.9730)
H (1.2782, -0.4687, -1.4230)
H (3.1956, 1.0828, 0.0598)
H (3.4162, 0.4094, -4.9297)
H (2.2959, -2.4990, -5.9005)
H (-0.1065, 1.5884, 3.3501)
H (-3.0595, 5.6386, 5.4507)
H (6.4460, -0.1523, -5.3754)
H (-2.8277, 4.6370, 2.5999)
H (5.1005, -0.7414, -6.2970)
H (-2.8844, -0.7674, 1.6466)
H (5.9341, 1.3346, -3.4398)
H (-3.7753, -2.1250, 2.3796)

Summary:
- Kohn-Sham gap (eV) = 0.97
- DFT total energy (Ha) = -14842.2308
- LUMO level (eV) = -4.378
- molar mass (g mol⁻¹) = 1080.15
- net charge = 0
- spin multiplicity = 1
- relative energy (zero: lowest compared OMol25 entry of this formula, charge and spin) (kcal/mol) = 63.0

These are the Löwdin partial charges, in e, on atoms 1 to 6: 0.6197, 0.5765, 0.6275, 0.6972, 0.5599, 0.6452

=====

(4)
Here is C20H31CdGeN3S as an isolated structure from OMol25. Energies are from wB97M-V/def2-TZVPD.

Positions of all 57 atoms, in Å:
Cd (-0.6918, 0.0258, 0.6460)
Ge (-2.8623, -2.5053, -0.2920)
S (1.9175, -0.9873, 0.6505)
N (-0.1046, 0.1737, 3.0112)
N (2.1524, 0.8255, -1.2462)
N (2.2666, -1.3921, -1.9549)
C (-0.2162, -0.5314, 5.2850)
C (0.0749, 1.7760, 4.7429)
C (2.1144, -0.4847, -0.9584)
C (0.0985, 3.1319, 0.0139)
C (2.5534, -1.7651, -4.3776)
C (-2.7073, -0.7411, 0.4650)
C (1.6360, -1.2873, -3.2686)
C (1.9866, 2.3817, -3.1826)
C (0.1987, 2.4680, 2.3009)
C (0.4951, 3.7876, 2.6498)
C (2.8588, 1.4598, -2.3489)
C (0.3822, 4.4475, 0.3559)
C (0.0166, 2.1009, 0.9555)
C (0.0549, 1.4469, 3.3827)
C (-1.9316, -2.5553, -2.0208)
C (-0.2308, -0.7807, 3.9271)
C (0.5938, 4.7743, 1.6852)
C (-1.9776, -3.7911, 0.8945)
C (-4.7047, -3.1094, -0.5885)
C (-0.0638, 0.7856, 5.6908)
H (2.2784, -2.3332, -1.5730)
H (-0.3234, -1.3387, 5.9919)
H (-2.4382, -3.7815, 1.8813)
H (1.9241, 1.4106, -0.4444)
H (-5.2316, -2.4258, -1.2498)
H (-3.2580, 0.0055, -0.1109)
H (2.0571, -1.6825, -5.3412)
H (-2.0647, -3.5135, -2.5210)
H (-2.3025, -1.7703, -2.6793)
H (0.8283, 5.7900, 1.9733)
H (-3.0771, -0.7222, 1.4949)
H (-0.0697, 2.9050, -1.0378)
H (-0.0526, 1.0391, 6.7422)
H (0.4350, 5.2134, -0.4066)
H (0.7133, -1.8783, -3.2546)
H (1.3317, -0.2545, -3.4288)
H (2.5597, 2.7708, -4.0206)
H (0.1895, 2.8000, 5.0603)
H (1.6402, 3.2287, -2.5917)
H (-5.2500, -3.1594, 0.3505)
H (1.1085, 1.8705, -3.5724)
H (-0.3394, -1.7898, 3.5463)
H (3.4712, -1.1803, -4.4075)
H (-0.9235, -3.5324, 1.0076)
H (2.8289, -2.8084, -4.2340)
H (0.6683, 4.0684, 3.6797)
H (3.3172, 0.6760, -2.9524)
H (3.6835, 2.0353, -1.9132)
H (-4.7117, -4.0985, -1.0418)
H (-0.8627, -2.3944, -1.8658)
H (-2.0396, -4.8042, 0.5003)

Summary:
- Kohn-Sham gap (eV) = 8.23
- DFT total energy (Ha) = -3587.7867
- LUMO level (eV) = 0.626
- molar mass (g mol⁻¹) = 530.58
- net charge = 0
- spin multiplicity = 1

These are the Löwdin partial charges, in e, on atoms 1 to 6: 1.1875, 0.6456, 0.5350, -0.0017, -0.0009, -0.0050